Formula: C34H44ClN3O2RhS4
Source: the Open Molecules 2025 dataset
Level of theory: ωB97M-V/def2-TZVPD

ORCA input file:
```
! RIJCOSX wB97M-V def2-TZVPD def2/J DEFGRID3
* xyz 3 1
Rh -0.5093 -0.2683 0.3056
C 1.2847 2.2552 1.3815
C 2.2154 1.0770 1.1435
S 1.6358 0.0125 -0.2147
C 1.7294 1.1759 -1.6376
C 0.4930 1.0777 -2.5095
S -1.0359 1.0587 -1.5242
C -1.0854 2.7687 -0.8706
C -1.4408 2.7876 0.6011
S -0.4303 1.6525 1.5973
H 1.5577 2.7704 2.3026
H 1.3110 2.9837 0.5743
H 3.2316 1.3942 0.9012
H 2.2685 0.4117 2.0068
H 1.8792 2.1819 -1.2533
H 2.6278 0.8791 -2.1815
H 0.4241 1.9155 -3.2042
H 0.4770 0.1538 -3.0902
H -0.1241 3.2410 -1.0660
H -1.8436 3.2942 -1.4516
H -1.3384 3.7898 1.0216
H -2.4669 2.4584 0.7839
O -0.6385 -2.0591 -0.6783
S -0.8793 -2.2475 -2.2239
C 0.7289 -2.5600 -2.8898
C 1.7283 -3.1693 -2.1402
C 2.9476 -3.4247 -2.7489
C 3.1480 -3.0857 -4.0830
C 2.1380 -2.4799 -4.8197
C 0.9172 -2.2061 -4.2213
C -1.7154 -3.7906 -2.3123
C -2.7614 -3.8673 -3.2204
C -3.4213 -5.0802 -3.3698
C -3.0351 -6.1740 -2.6098
C -1.9876 -6.0753 -1.6956
C -1.3112 -4.8799 -1.5434
H 1.5605 -3.4354 -1.1030
H 3.7401 -3.9024 -2.1886
H 4.0979 -3.3034 -4.5529
H 2.2962 -2.2305 -5.8599
H 0.1134 -1.7618 -4.7971
H -3.0614 -3.0014 -3.7983
H -4.2363 -5.1655 -4.0751
H -3.5499 -7.1178 -2.7298
H -1.6922 -6.9411 -1.1175
H -0.4775 -4.8003 -0.8564
C -4.8137 -4.7468 5.9816
C -3.3467 -4.9048 5.5561
C -3.0209 -6.4015 5.4847
C -2.4770 -4.2655 6.6494
C -3.0880 -4.2014 4.1925
O -3.3185 -2.7998 4.3057
C -3.9806 -4.7626 3.0923
C -3.8634 -4.1272 1.7048
C -4.0524 -2.6268 1.6062
C -5.0867 -1.9272 2.2272
C -5.1919 -0.5454 2.1225
C -4.2677 0.1569 1.3608
Cl -4.3775 1.8871 1.2188
C -3.2696 -0.5224 0.6721
C -3.1771 -1.9031 0.8047
C -1.5795 -4.3360 3.8483
N -1.0761 -3.0750 3.3003
C -0.9124 -2.7113 2.0547
N -0.5639 -1.4205 2.0173
C -0.4822 -1.0737 3.3528
N -0.7741 -2.0602 4.1435
H -4.9351 -5.1735 6.9763
H -5.5116 -5.2718 5.3287
H -5.1289 -3.7011 6.0656
H -3.1562 -6.8426 6.4724
H -1.9823 -6.5870 5.1981
H -3.6732 -6.9449 4.8014
H -2.8560 -4.5643 7.6253
H -2.4924 -3.1761 6.6026
H -1.4375 -4.5989 6.6150
H -4.1490 -2.6677 4.7798
H -5.0129 -4.6818 3.4418
H -3.8140 -5.8349 2.9688
H -4.6192 -4.6316 1.0926
H -2.9131 -4.3824 1.2262
H -5.8177 -2.4584 2.8240
H -5.9902 -0.0141 2.6224
H -2.6172 0.0287 -0.0009
H -2.4477 -2.4382 0.2260
H -1.3710 -5.1462 3.1510
H -0.9938 -4.5009 4.7478
H -1.0889 -3.3370 1.2021
H -0.2204 -0.0980 3.7256
*
```

Results
- ΔE to the lowest compared entry with this formula, charge and spin: 6.4 kcal per mole

Formula: C34H44ClN3O2RhS4
Source: the Open Molecules 2025 dataset
Level of theory: ωB97M-V/def2-TZVPD

ORCA input file:
```
! RIJCOSX wB97M-V def2-TZVPD def2/J DEFGRID3
* xyz 3 1
Rh -0.1188 0.5240 -0.0156
C -1.0741 -1.1425 2.6375
C -1.8670 -1.6429 1.4473
S -0.9152 -1.5422 -0.1015
C 0.4642 -2.7063 0.2557
C 1.7873 -2.1282 -0.1872
S 1.9745 -0.3908 0.3224
C 2.1423 -0.5499 2.1423
C 1.2967 0.4805 2.8611
S -0.4212 0.5286 2.2824
H -1.7202 -1.0493 3.5108
H -0.2512 -1.8027 2.9024
H -2.1855 -2.6806 1.5682
H -2.7553 -1.0375 1.2597
H 0.4570 -2.9416 1.3176
H 0.2124 -3.6121 -0.2982
H 2.6298 -2.6819 0.2292
H 1.8861 -2.1251 -1.2725
H 1.8793 -1.5671 2.4282
H 3.1994 -0.4007 2.3644
H 1.2849 0.3041 3.9383
H 1.6560 1.5002 2.6999
O 0.0367 0.7046 -2.0453
S 1.2311 0.1725 -2.9157
C 0.6481 -1.3569 -3.5810
C -0.7017 -1.5919 -3.8252
C -1.0696 -2.7989 -4.3941
C -0.1003 -3.7444 -4.7224
C 1.2433 -3.4973 -4.4765
C 1.6264 -2.2959 -3.8939
C 1.2657 1.2919 -4.2640
C 2.5242 1.6877 -4.6961
C 2.6140 2.5296 -5.7978
C 1.4592 2.9628 -6.4288
C 0.2011 2.5628 -5.9745
C 0.0939 1.7162 -4.8895
H -1.4491 -0.8505 -3.5730
H -2.1122 -3.0027 -4.5980
H -0.3986 -4.6778 -5.1811
H 1.9915 -4.2301 -4.7462
H 2.6774 -2.0799 -3.7278
H 3.4179 1.3511 -4.1851
H 3.5837 2.8466 -6.1557
H 1.5321 3.6168 -7.2877
H -0.6902 2.9023 -6.4849
H -0.8770 1.3771 -4.5474
C -3.3886 8.3623 -0.9900
C -3.9810 6.9917 -1.3548
C -4.7792 7.1385 -2.6544
C -4.9495 6.5966 -0.2255
C -2.8472 5.9080 -1.4971
O -2.1734 5.7272 -0.2565
C -1.8408 6.3253 -2.5784
C -0.5999 5.4883 -2.9127
C 0.3791 5.1442 -1.8182
C 0.8473 6.0672 -0.8841
C 1.7362 5.6996 0.1149
C 2.2004 4.3932 0.1749
Cl 3.3117 3.9058 1.4099
C 1.8047 3.4790 -0.7854
C 0.9014 3.8613 -1.7668
C -3.5176 4.5320 -1.7973
N -2.9115 3.4388 -1.0278
C -1.9930 2.5474 -1.3301
N -1.7058 1.8379 -0.2277
C -2.5564 2.3483 0.7226
N -3.2970 3.3049 0.2617
H -4.2068 9.0598 -0.8150
H -2.7762 8.7929 -1.7810
H -2.8071 8.3461 -0.0625
H -5.5896 7.8503 -2.4945
H -5.2433 6.1982 -2.9643
H -4.1788 7.5198 -3.4801
H -5.5510 7.4635 0.0460
H -4.4221 6.2606 0.6672
H -5.6580 5.8212 -0.5219
H -1.9809 6.5962 0.1140
H -1.5037 7.3248 -2.3025
H -2.3713 6.4514 -3.5241
H -0.0796 6.0753 -3.6759
H -0.8747 4.5564 -3.4233
H 0.5004 7.0934 -0.9180
H 2.0794 6.4229 0.8424
H 2.2555 2.4895 -0.7847
H 0.6479 3.1665 -2.5557
H -3.5056 4.2936 -2.8587
H -4.5466 4.5289 -1.4536
H -1.5186 2.4411 -2.2884
H -2.6146 2.0193 1.7446
*
```

Results
- ΔE to the lowest compared entry with this formula, charge and spin: 0.0 kcal per mole

Formula: C34H44I2N8O8
Source: the Open Molecules 2025 dataset
Level of theory: ωB97M-V/def2-TZVPD

ORCA input file:
```
! RIJCOSX wB97M-V def2-TZVPD def2/J DEFGRID3
* xyz 0 1
C -3.9927 -1.3169 1.8713
C -4.8729 -0.4250 1.0514
O -4.9027 0.7581 1.2214
O -5.6821 -0.9634 0.0813
C -5.0370 -1.8453 -0.8365
C -4.3477 -1.1127 -1.9787
C -3.0220 -0.4941 -1.5350
C -2.1395 -0.0365 -2.7085
C -0.6547 -0.4802 -2.5998
C 0.2346 0.7206 -2.4747
C 0.6694 1.3837 -3.6158
C 1.4682 2.5096 -3.4794
C 1.8648 3.1912 -4.7555
O 2.2943 2.5554 -5.6579
O 1.7126 4.5483 -4.9328
C 0.8689 5.2107 -4.0705
I 1.8305 6.5094 -2.7002
C -0.4526 5.1223 -4.0639
C -1.3566 5.8717 -3.1385
I -1.4055 3.8293 -5.4375
C 1.8486 2.9162 -2.2118
C 1.4028 2.2365 -1.0903
C 1.7996 2.7450 0.2689
O 2.1839 1.7337 1.1900
C 3.2231 0.9800 0.7681
C 3.3596 -0.3173 1.4964
O 3.9868 1.3394 -0.0892
N 0.5997 1.1746 -1.2580
C 0.0526 0.4215 -0.0369
O 0.6690 -0.6193 0.1922
O -0.8985 0.9417 0.5280
H -4.4200 -2.3084 1.9711
H -3.0576 -1.4277 1.3139
H -3.7485 -0.8527 2.8190
H -5.8264 -2.4530 -1.2794
H -4.3470 -2.5389 -0.3516
H -5.0367 -0.3845 -2.4029
H -4.1046 -1.8786 -2.7188
H -2.4805 -1.2916 -1.0214
H -3.1672 0.3149 -0.8245
H -2.5697 -0.3998 -3.6409
H -2.1571 1.0520 -2.7781
H -0.3577 -0.9443 -3.5380
H -0.4639 -1.1934 -1.8052
H 0.3668 1.0355 -4.5888
H -2.3960 5.7803 -3.4309
H -1.2589 5.5140 -2.1141
H -1.1321 6.9328 -3.1832
H 2.4900 3.7713 -2.0810
H 2.5930 3.4770 0.1507
H 0.9385 3.2421 0.7133
H 4.2251 -0.2722 2.1573
H 2.5094 -0.4293 2.1632
H 3.3771 -1.1626 0.8222
C -8.7555 -1.8420 -3.5311
C -7.6140 -2.6647 -3.9163
N -6.7170 -3.3116 -4.2174
H -8.9612 -1.1096 -4.3090
H -9.6325 -2.4705 -3.3919
H -8.5372 -1.3216 -2.5999
C 0.0355 8.8235 -6.3537
C -1.2234 8.2805 -5.8561
N -2.2074 7.8481 -5.4611
H -0.1231 9.2946 -7.3215
H 0.4198 9.5637 -5.6548
H 0.7646 8.0221 -6.4616
C 7.4797 -0.4025 3.6941
C 6.2401 -0.9552 4.2279
N 5.2737 -1.3937 4.6621
H 7.2804 0.1096 2.7544
H 7.9024 0.3045 4.4045
H 8.1954 -1.2040 3.5210
C -5.2777 -5.7877 1.2317
C -4.5913 -5.0659 2.2975
N -4.0541 -4.4993 3.1346
H -5.4162 -6.8275 1.5204
H -6.2505 -5.3357 1.0480
H -4.6875 -5.7469 0.3183
C 5.3492 -4.3092 5.9918
C 5.8720 -5.6590 5.8164
N 6.2844 -6.7176 5.6697
H 4.3763 -4.3469 6.4772
H 6.0313 -3.7251 6.6059
H 5.2455 -3.8255 5.0251
C 9.7357 -5.9381 5.5152
C 10.0505 -4.5138 5.4848
N 10.2983 -3.3958 5.4584
H 8.6591 -6.0727 5.5948
H 10.0849 -6.4135 4.6009
H 10.2185 -6.4095 6.3686
C -1.5945 -0.8625 5.4643
C -2.9841 -0.5651 5.1416
N -4.0746 -0.3275 4.8868
H -1.4857 -1.9245 5.6750
H -0.9576 -0.5981 4.6215
H -1.2882 -0.2903 6.3376
*
```

Results
- Energy: -80471.1889 eV